(1)
Here is a 5-piece molecular cluster, C26H49IN2O13 overall at a distorted geometry from the OMol25 dataset. Energies are from ωB97M-V with the def2-TZVPD basis set.

ORCA input file:
```
! wB97M-V def2-TZVPD RIJCOSX def2/J DEFGRID3
* xyz 0 1
C -4.667 2.829 -0.044
C -4.679 3.149 -1.555
C -3.937 2.071 -2.346
O -4.506 1.073 -2.690
O -2.644 2.380 -2.631
C -1.847 1.216 -2.902
C -1.687 0.424 -1.577
N -0.384 -0.272 -1.386
C -0.157 -1.349 -2.405
C -1.097 -2.540 -2.315
N -2.360 -2.320 -3.036
C 0.794 0.644 -1.492
C 0.635 1.945 -0.678
O 0.553 2.032 0.493
I 0.556 3.831 -1.800
C -0.398 -0.829 0.063
O -1.470 -1.242 0.507
O 0.665 -0.869 0.668
H -5.195 1.888 0.165
H -5.185 3.610 0.523
H -3.639 2.737 0.330
H -5.700 3.169 -1.947
H -4.212 4.134 -1.689
H -2.314 0.558 -3.643
H -0.918 1.597 -3.335
H -1.917 1.115 -0.755
H -2.499 -0.309 -1.555
H -0.200 -0.904 -3.410
H 0.881 -1.681 -2.286
H -1.299 -2.906 -1.304
H -0.583 -3.373 -2.838
H -2.906 -3.167 -3.014
H -2.151 -2.046 -3.983
H 1.720 0.123 -1.223
H 0.946 0.947 -2.536
C 1.245 4.352 2.711
C 2.520 3.549 2.625
O 3.611 4.137 3.336
C 3.828 3.961 4.650
C 2.724 3.355 5.476
O 4.855 4.343 5.143
H 0.874 4.441 3.733
H 0.478 3.872 2.105
H 1.405 5.367 2.344
H 2.376 2.516 2.948
H 2.841 3.510 1.584
H 2.134 4.153 5.924
H 3.165 2.750 6.265
H 2.067 2.697 4.913
C -0.324 -1.189 4.842
C -0.542 -0.491 6.170
O -0.291 0.915 6.069
C -1.203 1.808 5.648
C -2.470 1.317 4.992
O -0.963 2.982 5.734
H -1.009 -0.826 4.075
H -0.467 -2.265 4.948
H 0.686 -1.004 4.477
H -1.534 -0.679 6.583
H 0.173 -0.868 6.900
H -2.331 1.312 3.912
H -3.276 2.002 5.248
H -2.785 0.329 5.320
C -1.867 -7.143 -7.376
C -1.991 -6.712 -5.930
O -1.694 -5.320 -5.769
C -2.590 -4.339 -5.955
C -3.907 -4.651 -6.620
O -2.300 -3.213 -5.649
H -2.578 -6.619 -8.015
H -2.042 -8.215 -7.473
H -0.870 -6.915 -7.754
H -2.966 -6.952 -5.504
H -1.253 -7.243 -5.329
H -3.824 -4.442 -7.686
H -4.671 -4.008 -6.188
H -4.244 -5.675 -6.478
C 7.252 1.064 2.230
C 5.858 1.635 2.082
O 5.384 1.541 0.730
C 4.793 0.452 0.215
C 4.847 -0.850 0.974
O 4.285 0.515 -0.875
H 7.281 0.001 1.986
H 7.612 1.194 3.251
H 7.940 1.566 1.548
H 5.143 1.180 2.771
H 5.876 2.699 2.314
H 5.689 -1.438 0.611
H 3.922 -1.393 0.790
H 4.928 -0.730 2.052
*
```

Output
Structure (SMILES)   CCC(=O)OCC[N@@+](CCN)(CC(=O)I)C(=O)[O-].CCOC(C)=O.CCOC(C)=O.CCOC(C)=O.CCOC(C)=O
Gap between HOMO and LUMO   9.3 eV

Table of Mulliken atomic charges, one value per atom, all in e: C -1.03; C -0.42; C 0.67; O -0.55; O -0.36; C -0.93; C -1.14; N 0.37; C -0.73; C -0.81; N -0.40; C -0.67; C -0.45; O -0.17; I -0.07; C 0.48; O -0.68; O -0.64; H 0.31; H 0.38; H 0.20; H 0.33; H 0.26; H 0.26; H 0.58; H 0.87; H 0.61; H 0.52; H 0.55; H 0.42; H 0.39; H 0.23; H 0.17; H 0.72; H 0.78; C -1.00; C -0.08; O -0.44; C 0.63; C -0.68; O -0.60; H 0.25; H 0.20; H 0.32; H 0.32; H 0.33; H 0.25; H 0.39; H 0.12; C -0.89; C -0.44; O -0.40; C 0.87; C -0.99; O -0.57; H 0.20; H 0.40; H 0.26; H 0.38; H 0.33; H 0.20; H 0.33; H 0.34; C -1.00; C -0.42; O -0.36; C 0.77; C -1.09; O -0.59; H 0.28; H 0.36; H 0.31; H 0.36; H 0.34; H 0.27; H 0.31; H 0.38; C -1.21; C -0.22; O -0.36; C 0.86; C -0.94; O -0.62; H 0.29; H 0.37; H 0.32; H 0.28; H 0.36; H 0.27; H 0.25; H 0.34

(2)
Here is a 6-piece molecular cluster, C26H50B3ClI2O18 overall at a distorted geometry from the OMol25 dataset. Energies are from ωB97M-V with the def2-TZVPD basis set.

ORCA input file:
```
! wB97M-V def2-TZVPD RIJCOSX def2/J DEFGRID3
* xyz 0 1
C 1.073 3.662 -1.057
C 0.480 2.363 -0.359
I 1.630 0.547 -0.270
C -0.794 2.432 0.191
I -1.899 4.315 -0.007
B -1.570 1.277 0.980
O -2.442 1.704 2.044
B -2.804 0.609 2.872
O -1.835 -0.394 3.184
B -1.179 -0.774 1.956
C -0.052 -1.919 2.090
C 0.964 -1.592 3.277
C 2.233 -2.536 3.216
Cl 1.489 0.167 3.280
O -1.522 -0.123 0.712
H 1.045 4.469 -0.266
H 0.493 3.963 -1.965
H 2.159 3.454 -1.273
H -3.885 0.505 3.358
H 0.479 -2.148 1.126
H -0.587 -2.863 2.429
H 0.443 -1.752 4.265
H 2.218 -3.191 4.139
H 2.250 -3.217 2.324
H 3.204 -1.963 3.207
C -4.843 -7.702 4.469
C -5.023 -7.025 3.125
O -5.223 -5.614 3.280
C -4.117 -4.900 3.509
O -2.995 -5.331 3.582
O -4.474 -3.620 3.663
C -3.389 -2.754 3.998
H -5.673 -7.459 5.135
H -4.788 -8.786 4.350
H -3.929 -7.364 4.961
H -5.919 -7.412 2.638
H -4.182 -7.224 2.457
H -2.569 -2.856 3.291
H -3.048 -2.961 5.015
H -3.754 -1.732 3.958
C 3.084 3.394 3.224
C 4.243 2.551 2.728
O 5.023 3.265 1.758
C 5.874 4.167 2.255
O 6.044 4.419 3.418
O 6.493 4.763 1.227
C 7.374 5.815 1.615
H 2.490 3.760 2.383
H 2.441 2.813 3.886
H 3.437 4.270 3.770
H 3.859 1.663 2.224
H 4.872 2.208 3.552
H 8.087 5.478 2.368
H 6.799 6.666 1.985
H 7.927 6.127 0.730
C 3.169 4.594 -6.954
C 2.991 3.237 -6.301
O 4.221 2.777 -5.725
C 4.543 3.318 -4.544
O 3.897 4.131 -3.936
O 5.722 2.812 -4.164
C 6.227 3.370 -2.950
H 3.994 4.570 -7.670
H 2.257 4.894 -7.473
H 3.410 5.359 -6.214
H 2.710 2.503 -7.058
H 2.196 3.251 -5.553
H 5.491 3.308 -2.148
H 6.530 4.406 -3.114
H 7.104 2.792 -2.661
C 2.196 -5.048 -4.181
C 1.998 -4.362 -5.518
O 1.775 -2.957 -5.349
C 2.871 -2.226 -5.118
O 3.999 -2.639 -5.054
O 2.492 -0.954 -4.950
C 3.562 -0.071 -4.611
H 1.364 -4.826 -3.508
H 2.270 -6.129 -4.309
H 3.106 -4.698 -3.689
H 1.106 -4.761 -6.004
H 2.840 -4.540 -6.190
H 4.383 -0.150 -5.324
H 3.911 -0.281 -3.598
H 3.178 0.945 -4.640
C -6.232 -1.177 0.318
C -6.732 -0.867 1.715
O -7.366 0.417 1.760
C -8.615 0.457 1.287
O -9.238 -0.474 0.848
O -9.048 1.720 1.367
C -10.347 1.921 0.814
H -5.593 -0.370 -0.049
H -5.666 -2.111 0.310
H -7.061 -1.272 -0.385
H -5.884 -0.821 2.402
H -7.404 -1.644 2.084
H -11.071 1.225 1.238
H -10.310 1.821 -0.272
H -10.658 2.936 1.059
*
```

Output
Structure (SMILES)   C/C(I)=C(\I)B1OBOB(C[C@@H](C)Cl)O1.CCOC(=O)OC.CCOC(=O)OC.CCOC(=O)OC.CCOC(=O)OC.CCOC(=O)OC
Gap between HOMO and LUMO   8.6 eV

Here are the Mulliken charges for atoms 1 to 99, given in e: C -1.19; C 0.36; I 0.04; C -0.44; I -0.02; B 0.22; O -0.43; B 0.81; O -0.84; B 0.66; C -0.85; C 0.30; C -1.10; Cl -0.09; O -0.04; H 0.42; H 0.41; H 0.14; H -0.10; H 0.30; H 0.24; H 0.31; H 0.28; H 0.31; H 0.29; C -1.11; C -0.17; O -0.36; C 0.72; O -0.57; O -0.34; C -0.15; H 0.30; H 0.36; H 0.31; H 0.30; H 0.30; H -0.08; H 0.36; H 0.07; C -0.99; C 0.00; O -0.30; C 0.68; O -0.56; O -0.27; C -0.68; H 0.15; H 0.31; H 0.41; H 0.17; H 0.31; H 0.31; H 0.30; H 0.21; C -1.28; C -0.18; O -0.32; C 0.84; O -0.55; O -0.34; C -0.64; H 0.30; H 0.39; H 0.32; H 0.37; H 0.32; H 0.25; H 0.31; H 0.26; C -1.08; C -0.18; O -0.38; C 0.71; O -0.55; O -0.33; C -0.45; H 0.28; H 0.36; H 0.31; H 0.29; H 0.31; H 0.35; H 0.32; H -0.02; C -1.17; C 0.10; O -0.31; C 0.73; O -0.55; O -0.35; C -0.65; H 0.29; H 0.34; H 0.38; H 0.04; H 0.34; H 0.30; H 0.29

(3)
Here is C26H50Br6F3NiO10S4 as an isolated structure at a distorted geometry from the OMol25 dataset. Energies are from ωB97M-V with the def2-TZVPD basis set.

ORCA input file:
```
! wB97M-V def2-TZVPD RIJCOSX def2/J DEFGRID3
* xyz 1 3
Ni 0.687 -3.444 1.658
C -0.415 -0.685 0.627
O -1.595 -1.268 0.109
O 0.211 -1.589 1.418
C 0.376 -0.115 -0.553
F -0.350 0.580 -1.445
F 1.332 0.742 -0.126
F 1.008 -1.077 -1.263
C -2.836 -0.719 0.505
C -3.932 -1.503 -0.193
H -3.541 -1.909 -1.127
H -4.343 -2.345 0.365
H -4.776 -0.886 -0.509
H -2.881 0.347 0.243
H -3.037 -0.732 1.585
H -0.716 0.173 1.247
C 4.688 -1.197 -1.082
C 4.393 -0.853 0.392
C 4.623 -2.124 1.191
S 3.800 -3.404 0.183
O 2.388 -3.449 0.601
O 4.520 -4.640 0.118
C 3.914 -2.492 -1.381
H 5.764 -1.293 -1.216
H 4.305 -0.418 -1.735
H 3.395 -0.431 0.505
H 5.165 -0.138 0.681
H 4.338 -2.245 2.230
H 5.671 -2.377 1.008
H 2.892 -2.190 -1.600
H 4.291 -3.124 -2.179
C -6.651 0.986 1.961
C -5.826 2.247 2.235
C -4.542 1.837 2.954
S -5.098 0.489 4.065
O -5.373 1.115 5.332
O -4.227 -0.662 4.012
C -6.630 0.113 3.208
H -6.148 0.440 1.155
H -7.638 1.277 1.610
H -6.370 2.798 3.016
H -5.709 2.955 1.419
H -4.016 2.599 3.518
H -3.871 1.325 2.257
H -7.466 0.244 3.891
H -6.564 -0.947 2.968
C -2.180 -4.176 -3.115
C -1.736 -5.638 -3.188
C -0.963 -6.003 -1.908
S -0.102 -4.455 -1.426
O 1.236 -4.501 -1.958
O -0.288 -4.112 -0.011
C -1.100 -3.355 -2.436
H -3.139 -4.100 -2.598
H -2.389 -3.774 -4.106
H -1.103 -5.808 -4.062
H -2.553 -6.351 -3.283
H -0.223 -6.794 -1.931
H -1.718 -6.111 -1.126
H -0.397 -2.884 -3.125
H -1.514 -2.527 -1.858
C 5.837 3.269 0.851
C 4.374 3.245 0.374
C 4.274 2.748 -1.069
S 5.998 2.508 -1.635
O 6.161 3.140 -2.920
O 6.455 1.147 -1.442
C 6.696 3.557 -0.365
H 6.098 2.296 1.271
H 5.928 4.029 1.624
H 3.921 4.241 0.438
H 3.680 2.745 1.053
H 3.911 3.519 -1.747
H 3.663 1.885 -1.337
H 6.512 4.547 -0.790
H 7.771 3.405 -0.312
Br 1.537 5.145 -2.032
C 0.030 4.094 -1.444
C -0.348 4.418 -0.012
Br -1.463 2.975 0.732
H 0.251 3.045 -1.604
H -0.788 4.419 -2.075
H -0.992 5.295 -0.030
H 0.431 4.637 0.712
Br -3.546 3.605 -2.365
C -3.432 1.666 -2.553
C -3.887 1.163 -3.902
Br -3.898 -0.798 -3.845
H -3.924 1.166 -1.724
H -2.374 1.426 -2.468
H -3.303 1.549 -4.733
H -4.908 1.448 -4.153
Br 4.014 1.253 3.519
C 2.204 0.523 3.204
C 1.204 0.930 4.252
Br 0.886 2.853 4.220
H 2.244 -0.556 3.083
H 1.976 0.994 2.252
H 1.492 0.628 5.254
H 0.273 0.424 3.991
*
```

Output
Gap between HOMO and LUMO (alpha / beta)   7.7 / 7.2 eV

Here are the Mulliken charges for atoms 1 to 99, given in e: Ni 1.01; C -0.06; O 0.11; O -0.42; C 0.44; F -0.23; F -0.05; F -0.22; C 0.46; C -1.20; H -0.29; H 0.41; H 0.31; H -0.37; H 0.51; H 0.02; C -0.87; C 1.10; C -1.06; S 0.80; O -0.35; O -0.67; C -0.10; H 0.42; H 0.23; H -0.46; H -0.11; H 0.43; H 0.43; H -0.20; H 0.60; C -0.04; C -0.88; C 0.21; S 1.15; O -0.68; O -0.64; C -0.77; H -0.24; H 0.41; H 0.38; H 0.43; H 0.54; H -0.60; H 0.37; H 0.39; C -0.68; C -0.76; C -0.84; S 1.22; O -0.67; O -0.57; C 0.56; H 0.27; H 0.38; H 0.31; H 0.42; H 0.48; H 0.33; H 0.45; H -0.75; C -0.56; C 0.14; C -0.13; S 1.02; O -0.72; O -0.55; C -0.83; H 0.23; H 0.38; H 0.39; H -0.33; H 0.24; H -0.10; H 0.35; H 0.47; Br -0.13; C -0.14; C -0.67; Br -0.09; H -0.09; H 0.29; H 0.46; H 0.44; Br -0.15; C 0.25; C -0.53; Br -0.17; H -0.06; H -0.13; H 0.44; H 0.41; Br -0.13; C 0.14; C -0.53; Br -0.14; H 0.29; H -0.34; H 0.44

What is the formula in the third record? C26H50Br6F3NiO10S4